No. 1
Computed, not measured: a structure of composition C20H29O4Sm at a distorted geometry, with the ωB97M-V functional and the def2-TZVPD basis.

Values from the calculation:
2S+1: 6
Orbital gap (alpha / beta), eV: 6.2 / 6.7
ΔE to the lowest compared entry with this formula, charge and spin, kJ/mol: 497.7
HOMO (alpha / beta), eV: -6.497 / -6.530

Geometry as XYZ:
```
54
C20H29O4Sm the ωB97M-V functional and the def2-TZVPD basis
H -2.56899 4.05155 -3.03620
H 0.97930 0.54630 1.30393
H 1.04631 1.04256 -5.02838
C -2.44263 1.57498 -4.80116
O 1.09353 -2.55687 0.04877
H -0.20562 4.16075 -4.49852
H 1.40133 -3.97734 -6.21552
H 2.98875 -1.11165 0.79163
C 0.72788 1.99708 -4.48661
C 1.76874 -3.31439 -0.72986
H 2.16675 -4.27414 -0.41695
C -0.22482 -1.28440 -5.57494
C 1.43371 1.43798 -0.71251
C -2.15492 -0.51725 -1.51910
H -2.67831 0.18543 -2.15197
H -1.30127 0.83481 0.08326
H -0.18945 3.15304 -6.20763
H 2.79236 1.78846 -2.44046
C 1.51132 0.49594 0.36142
H -3.10425 0.94516 -4.14118
H -3.10085 2.30054 -5.32487
O -0.29181 1.56338 -3.51945
C 2.56761 -0.40580 0.08627
H 2.05033 -2.17830 -3.80066
O -0.00690 -1.97094 -4.25306
H 1.24179 -1.36351 -7.17654
C -1.81472 3.23783 -2.76561
H 0.32914 -0.29993 -5.54496
C 0.58870 -2.06440 -6.61483
H -1.77561 -3.48724 -0.02066
C 3.16074 -0.02211 -1.14960
H 2.53657 -2.67953 -6.11297
C -1.71218 -2.46216 -0.36582
Sm 0.31601 -1.42600 -1.95639
C -0.25916 3.08129 -4.96527
H -1.99645 0.82847 -5.51734
O 1.95743 -3.04065 -1.96234
H -2.15711 2.53585 -1.90041
C -1.50137 -0.16962 -0.29910
H -1.27555 -0.98701 -5.76606
H 4.10044 -0.40487 -1.54143
C 2.46878 1.12790 -1.63929
H 1.67674 2.56283 -4.38322
H -0.88961 3.73270 -2.40236
H 0.04338 -2.59066 -7.43056
C -1.24159 -1.37462 0.40779
C 1.53440 -2.97887 -5.81123
H 0.84679 2.34766 -0.69374
H -0.87591 -1.42460 1.42556
C -2.28226 -1.94185 -1.56298
C -1.37771 2.41068 -4.07893
H -2.82623 -2.50477 -2.31937
C 1.21984 -2.80594 -4.32087
H 1.03924 -3.75858 -3.75932
```

***

No. 2
Computed, not measured: the molecule C3H2N2O2 at a distorted geometry, with the ωB97M-V functional and the def2-TZVPD basis.

Values from the calculation:
Orbital gap (alpha / beta), eV: 8.7 / 8.7
ΔE to the lowest compared entry with this formula, charge and spin, kJ/mol: 414.8
HOMO (alpha / beta), eV: -9.659 / -9.658

Geometry as XYZ:
```
9
C3H2N2O2 the ωB97M-V functional and the def2-TZVPD basis
N 1.14048 -1.21661 2.13459
C 0.48487 -0.40195 1.59711
C -0.58478 -0.45225 -1.71699
C -0.35792 0.25667 0.46748
H 0.80652 1.80680 1.04922
N 0.13574 1.09262 1.37447
O -0.45335 -0.30038 -2.88452
H -1.04696 -1.30238 -1.19667
O -0.12460 0.51748 -0.82469
```

***

No. 3
Computed, not measured: the molecule C2H9N3O at a distorted geometry, with the ωB97M-V functional and the def2-TZVPD basis.

Values from the calculation:
Orbital gap, eV: 10.0
ΔE to the lowest compared entry with this formula, charge and spin, kJ/mol: 323.0
HOMO, eV: -9.052
SMILES: C[C@H](O)N(N)N

Geometry as XYZ:
```
15
C2H9N3O the ωB97M-V functional and the def2-TZVPD basis
H 1.35272 1.46639 -0.61364
C 0.59505 -0.30122 -0.37529
H -1.52309 0.22644 -1.81847
N -0.96275 0.69024 0.88171
H 0.71818 -0.96761 1.61111
H 1.79981 0.30401 1.33924
H -1.96533 0.70738 1.16099
N -1.52127 -0.47263 -1.10482
H -0.69764 1.58699 0.57799
H 2.35314 -1.30976 0.67292
C 1.47447 -0.64501 0.82574
H -2.52019 -0.60359 -0.99826
N -0.75072 -0.37918 0.06883
O 1.00498 0.80058 -1.17582
H 0.64264 -1.10302 -1.05223
```

***

No. 4
Computed, not measured: the ion C2H4N5O3 with charge +1 at a distorted geometry, with the ωB97M-V functional and the def2-TZVPD basis.

Values from the calculation:
Charge: +1
Orbital gap (alpha / beta), eV: 9.4 / 9.4
ΔE to the lowest compared entry with this formula, charge and spin, kJ/mol: 408.8
HOMO (alpha / beta), eV: -15.729 / -15.729

Geometry as XYZ:
```
14
C2H4N5O3 the ωB97M-V functional and the def2-TZVPD basis
C 0.81092 -1.15371 -0.23475
H -3.56235 1.21171 -0.52568
O -1.54599 1.19297 0.02471
H -2.99946 -0.39958 -0.07547
N 1.71494 -0.35889 0.19477
O 3.86246 0.73888 0.20423
H -3.18342 0.93070 1.26609
C -2.92433 0.67811 0.25333
N -0.39195 -0.75266 -0.38979
N -0.45512 0.55556 -0.11186
N 3.43900 -0.30701 0.02402
O 3.70283 -1.36944 -0.36620
N 0.58404 1.21776 0.01531
H 0.94844 -2.18440 -0.27871
```

***

No. 5
Computed, not measured: the molecule C26H26N4O3S at a distorted geometry, with the ωB97M-V functional and the def2-TZVPD basis.

Values from the calculation:
Orbital gap, eV: 6.8
ΔE to the lowest compared entry with this formula, charge and spin, kJ/mol: 2080.6
HOMO, eV: -7.078
SMILES: COc1ccc(NC(=O)C[C@H]2C(=O)N(CCc3ccccc3)C(=S)N2Cc2cccnc2)cc1

Geometry as XYZ:
```
60
C26H26N4O3S the ωB97M-V functional and the def2-TZVPD basis
C -4.92834 1.05137 -1.19806
H 3.10515 0.27172 -2.44277
C 3.19765 0.97246 -1.84372
C 5.39541 -0.38581 -1.33165
H 0.35859 -2.02179 2.22790
H 3.85775 3.62466 0.73249
H -3.40058 1.02219 2.24093
O -6.81657 0.53173 -0.28887
S 3.81864 -0.09459 2.59784
H 1.88078 3.97236 -0.60733
C 0.45508 1.02785 1.22304
C -2.27656 0.83591 1.94219
C 4.67255 1.97023 -0.19836
C -0.73954 -1.72943 -0.71555
H 5.74403 -0.68226 0.76389
H 5.04798 -0.62045 -2.15146
C -5.61183 0.06832 -0.44639
H -5.29801 1.88657 -1.46945
H -5.74270 -1.80654 0.62308
H -2.99448 1.70769 -1.81986
H -7.85935 -1.32180 -0.10070
H 6.39728 0.19946 -1.35745
C 2.38979 1.98683 -1.70003
C 0.98065 -1.21417 2.31098
H 1.31932 -3.15442 0.21965
N -0.27645 2.06987 0.84733
C 5.19366 -1.10816 0.03927
C -5.05686 -1.25007 -0.11113
H 1.49289 2.07242 -2.55649
O -1.08865 -2.39851 0.11810
N -1.68258 -0.47898 -1.17661
C 0.67635 -1.38158 -1.17954
C 4.46472 1.11102 -1.21135
N 1.85420 -1.39340 1.20893
H -2.29578 2.98668 0.83184
C -0.18857 0.06307 2.08446
H -8.65768 0.00207 0.39799
H 5.77855 -1.92379 -0.58563
C -7.77859 -0.45914 0.48686
H -7.36446 -0.64077 1.72787
H -1.73181 -0.89999 2.69374
C 2.58058 3.10242 -0.85298
H -3.31781 -2.29106 0.12419
C 1.68770 -2.23202 -0.03884
C -3.55896 0.80239 -1.43467
O 3.35139 -2.53403 -1.69869
N 3.82157 -1.45911 0.04729
C 3.28708 -0.86934 1.17644
H -1.10707 0.26820 -1.39397
H 0.91836 -1.89882 -1.91883
C 3.68666 2.91733 -0.15647
C 2.92519 -2.03871 -0.55638
C -1.80697 2.11711 1.14832
H 5.51011 1.76758 0.36919
H 0.87551 -0.34032 -1.00321
H 1.63056 -0.85169 2.97874
C -3.79099 -1.40474 -0.11860
C -3.04013 -0.52009 -0.67654
C -1.48326 -0.11974 2.25384
H 1.53884 1.11579 0.92518
```

***

No. 6
Computed, not measured: a structure of composition C3H8N4 at a distorted geometry, with the ωB97M-V functional and the def2-TZVPD basis.

Values from the calculation:
Orbital gap, eV: 9.9
ΔE to the lowest compared entry with this formula, charge and spin, kJ/mol: 488.0
HOMO, eV: -8.871

Geometry as XYZ:
```
15
C3H8N4 the ωB97M-V functional and the def2-TZVPD basis
N 1.48597 -0.46018 0.83884
C -0.05808 -0.54067 0.40186
H -2.42639 -1.27752 -0.71917
H 1.49488 -1.39883 1.38550
H -2.24014 1.70968 -0.81739
N -1.90497 -0.91236 0.11712
H 3.21583 -0.06633 0.03154
C -1.55465 1.52351 -0.02678
C 2.26362 -0.38343 -0.35744
H 2.32527 -1.29903 -0.91370
H 1.89675 0.29283 -1.11750
H -1.85519 1.81953 1.07283
H -0.80010 2.35799 -0.21250
N -1.07483 0.25947 -0.17541
N -0.76798 -1.62468 0.49221
```